DFT (the ωB97M-V functional and the def2-TZVPD basis) results for C14H14CaCl3IN2O2 as an isolated structure in a non-equilibrium geometry.

```
37
Properties=species:S:1:pos:R:3:forces:R:3
C -2.45497 0.49979 -1.36846 -6.15 -0.17 -3.50
C -2.35118 1.03892 1.34347 -5.80 1.52 3.82
H -2.49645 1.44841 -1.90647 0.45 0.16 0.45
H -3.39853 0.30405 -0.85748 0.34 0.03 -0.23
H -2.22319 -0.33592 -2.03697 0.62 -0.10 0.71
H -1.83425 1.40861 2.23437 0.65 -0.06 -0.68
H -2.99777 1.82448 0.95311 0.15 -0.06 0.01
H -2.92245 0.13686 1.57348 0.48 -0.02 -0.43
C 0.58635 0.22566 -2.77414 0.50 0.02 0.33
C 1.66122 0.15617 -3.65183 0.05 0.02 0.10
C 2.95129 0.20024 -3.12740 -0.37 0.02 0.12
C 3.11585 0.31206 -1.75247 -0.21 0.04 0.15
H -0.43894 0.21540 -3.12760 0.18 -0.01 -0.07
H 1.48472 0.07910 -4.71929 0.04 0.00 0.15
H 3.81787 0.15731 -3.77985 -0.13 0.00 0.09
H 4.11192 0.36458 -1.32920 -0.13 -0.02 -0.09
N 0.74255 0.32773 -1.44841 2.14 -0.38 -1.34
C 1.98974 0.37572 -0.92461 -0.14 -0.12 -1.03
C 2.07730 0.52587 0.54075 0.00 0.09 1.06
N 0.90384 0.66824 1.20216 2.22 -0.16 1.08
C 0.91330 0.82144 2.53143 0.44 -0.05 -0.35
C 3.29979 0.70146 2.61137 -0.39 0.01 -0.08
C 2.08515 0.84781 3.27785 0.05 -0.01 -0.13
H -0.05870 0.93427 2.99954 0.22 -0.06 0.06
H 2.03988 0.98142 4.35322 0.02 -0.03 -0.15
C 3.29385 0.53655 1.23189 -0.23 0.01 -0.13
H 4.22882 0.41739 0.69736 -0.12 0.01 0.11
H 4.23840 0.71543 3.15654 -0.14 -0.01 -0.07
Ca -0.89815 0.64964 -0.04590 5.13 -2.38 0.22
I -0.47175 3.36657 -0.48196 0.17 1.42 -0.15
Cl -4.19107 -3.99078 -0.47985 0.23 -0.08 -0.13
C -3.56545 -2.81706 0.70407 -0.70 -0.72 0.12
Cl -4.58419 -1.38409 0.50340 0.18 0.46 -0.06
Cl -3.93137 -3.43759 2.33368 0.24 0.04 0.09
C -2.04096 -2.73544 0.55103 7.33 -2.32 -0.09
O -1.40524 -3.87657 0.68656 -3.73 3.95 -0.39
O -1.27723 -1.66374 0.32659 -3.60 -1.05 0.41
```
Positions in Å, forces in eV/Å.

- spin multiplicity = 1
- Kohn-Sham gap (spin up / spin down) (eV) = 4.78 / 4.77
- HOMO level (spin up / spin down) (eV) = -8.37 / -8.36
- LUMO energy (spin up / spin down) (eV) = -3.585 / -3.594

Atomic partial charges in e from the Löwdin method, atoms 1 to 6: number 1, C, carries -0.17; number 2, C, carries -0.17; number 3, H, carries 0.01; number 4, H, carries -0.04; number 5, H, carries 0.04; number 6, H, carries 0.02